# 1
Molecular formula: CHCl2NOS
Method: DFT, ωB97M-V/def2-TZVPD

XYZ file:
```
7
CHCl2NOS, DFT ωB97M-V/def2-TZVPD
C -0.8657 0.0815 0.3061
N -0.0134 0.1831 -0.5703
O -1.2539 -0.3218 1.3001
S 1.6798 -1.5805 0.0849
Cl -2.2505 1.3691 -0.5877
Cl 2.9288 -0.3426 0.9417
H -0.2251 0.6111 -1.4747
```

**LUMO energy (spin up / spin down)**: -0.79 / -3.62 eV
**<S²>**: 2.01
**Frontier orbital gap (spin up / spin down)**: 8.885 / 5.961 eV
**Multiplicity**: 3
**Relative energy (zero: lowest compared OMol25 entry of this formula, charge and spin)**: 29.9 kJ/mol
**HOMO (spin up / spin down)**: -9.672 / -9.581 eV
**DFT total energy**: -1487.146493 a.u.

How is the electron density shared among the atoms? According to Löwdin, the charges in e are:
1. C -0.9080
2. N -0.0228
3. O 0.1041
4. S 0.3409
5. Cl 0.3031
6. Cl 0.1242
7. H 0.0585

***

# 2
Molecular formula: C3H5O3Tb
Method: DFT, ωB97M-V/def2-TZVPD

XYZ file:
```
12
C3H5O3Tb, DFT ωB97M-V/def2-TZVPD
H 3.0180 -0.5192 0.8224
O 2.2317 0.0197 0.9846
C 1.7817 -0.8586 -1.8768
C 1.0487 -0.7682 1.0249
O 2.4718 -1.5351 -2.4695
O 0.9961 -0.1367 -1.3354
C 0.1094 -0.3934 -0.0782
Tb 2.6960 2.3332 1.8166
H 0.5748 -0.6679 2.0072
H 1.2830 -1.8331 0.8848
H -0.3909 0.5621 0.1004
H -0.5556 -1.1930 -0.4151
```

**LUMO energy (spin up / spin down)**: -13.06 / -13.77 eV
**<S²>**: 15.76
**Frontier orbital gap (spin up / spin down)**: 10.203 / 9.560 eV
**Multiplicity**: 8
**Charge**: +3
**Relative energy (zero: lowest compared OMol25 entry of this formula, charge and spin)**: 0.0 kJ/mol
**HOMO (spin up / spin down)**: -23.263 / -23.328 eV
**DFT total energy**: -1166.197650 a.u.

Löwdin population analysis, charges in e, atoms 1 to 8:
1. H 0.1376
2. O -0.2766
3. C -0.1506
4. C -0.1623
5. O 0.4556
6. O 0.2057
7. C 0.0885
8. Tb 2.0207

***

# 3
Molecular formula: C38H44OP2V
Method: DFT, ωB97M-V/def2-TZVPD

XYZ file:
```
86
C38H44OP2V, DFT ωB97M-V/def2-TZVPD
V 0.7017 -1.9412 -4.5185
C -2.1096 0.1984 -0.9545
C -2.7594 0.1452 -2.1181
C -3.0349 1.2630 -3.0427
C -1.9091 1.7847 -3.9489
C -0.6074 2.1647 -3.3351
C -0.2922 2.3040 -2.0404
C -1.3048 2.6769 -0.9738
C -1.8583 1.4550 -0.1760
C 2.5470 -1.0136 -4.7931
H -2.0860 -0.6777 -0.2907
H -2.9331 -0.8582 -2.5181
H -3.4448 2.0795 -2.4523
H -3.8294 0.8459 -3.6734
H -1.7387 1.0202 -4.7214
H -2.2846 2.6475 -4.5251
H 0.2174 2.1966 -4.0342
H 0.7380 2.3769 -1.7229
H -2.1469 3.2224 -1.4223
H -0.7925 3.3600 -0.2691
H -1.1711 1.2893 0.6840
H -2.8163 1.7762 0.3031
H 3.1076 -1.2552 -3.8997
H 2.3586 0.0282 -4.9969
H 2.9102 -1.6346 -5.6323
P -0.2016 -1.7235 -7.3914
P 1.2445 0.6677 -6.9685
C -1.1178 -0.1940 -7.8628
C -0.4574 0.9524 -7.5360
C -0.4510 -2.7015 -8.9778
C -1.4122 -2.4759 -9.9806
C -1.6632 -3.4577 -10.9554
C -0.9264 -4.6467 -10.9667
C 0.1214 -4.8139 -10.0507
C 0.3669 -3.8423 -9.0784
C -1.4487 -2.5440 -6.3865
C -1.3898 -2.1562 -5.0324
C -1.8813 -2.9700 -4.0146
C -2.7879 -3.9476 -4.3986
C -3.0653 -4.1862 -5.7492
C -2.3894 -3.5034 -6.7655
C 2.1258 0.8088 -8.6237
C 1.9636 -0.2462 -9.5387
C 2.3401 -0.1276 -10.8778
C 3.0418 1.0126 -11.3002
C 3.3201 2.0330 -10.3803
C 2.8404 1.9370 -9.0613
C 1.7276 2.3124 -6.2763
C 3.0346 2.3938 -5.7464
C 3.5017 3.5737 -5.1717
C 2.6769 4.7019 -5.1270
C 1.3935 4.6349 -5.6666
C 0.9179 3.4582 -6.2526
H -2.1322 -0.2216 -8.2962
H -0.8747 1.9541 -7.6383
H -1.9893 -1.5513 -10.0087
H -2.4580 -3.3096 -11.6915
H -1.1807 -5.4504 -11.6623
H 0.7239 -5.7219 -10.0763
H 1.1826 -3.9832 -8.3668
H -0.8826 -1.2605 -4.5700
H -1.6252 -2.6449 -3.0019
H -3.3325 -4.4805 -3.6269
H -3.8243 -4.9131 -6.0129
H -2.6341 -3.7320 -7.8078
H 1.4936 -1.1803 -9.2207
H 2.1008 -0.9307 -11.5887
H 3.3805 1.0890 -12.3384
H 3.9113 2.9031 -10.6942
H 3.0318 2.7729 -8.3879
H 3.7011 1.5291 -5.7952
H 4.5155 3.6232 -4.7713
H 3.0329 5.6305 -4.6785
H 0.7370 5.5056 -5.6406
H -0.0830 3.4633 -6.6847
C 1.6386 0.3633 0.1946
C 1.2277 -0.8992 -0.6406
C 0.5574 -1.8450 0.3748
O 0.6573 -0.7834 -1.8752
H 0.7744 1.0078 0.4423
H 2.3957 0.9849 -0.3130
H 2.0698 0.0496 1.1733
H 2.2253 -1.3291 -0.8930
H -0.3615 -1.3767 0.7606
H 0.3031 -2.7990 -0.0987
H 1.2120 -2.0465 1.2475
```

**LUMO energy (spin up / spin down)**: -0.51 / -0.75 eV
**<S²>**: 3.79
**Frontier orbital gap (spin up / spin down)**: 5.718 / 5.539 eV
**Multiplicity**: 4
**HOMO (spin up / spin down)**: -6.224 / -6.288 eV
**DFT total energy**: -3175.997285 a.u.

Löwdin population analysis, charges in e, atoms 1 to 8:
1. V 0.8326
2. C -0.1090
3. C -0.1307
4. C -0.2022
5. C -0.1852
6. C -0.1108
7. C -0.0913
8. C -0.1812

***

# 4
Molecular formula: C25H35N5O3
Method: DFT, ωB97M-V/def2-TZVPD

XYZ file:
```
68
C25H35N5O3, DFT ωB97M-V/def2-TZVPD
C 4.0944 -2.0536 -2.6985
H 4.1532 -2.0951 -1.5618
H 4.0417 -3.0409 -3.0675
H 4.7781 -1.3375 -3.1327
C 2.5669 -1.2457 -3.1275
N 1.6580 -2.2403 -2.6142
C 1.2057 -2.0093 -1.4036
C -0.3726 -2.5607 -1.0289
C -0.9394 -2.3008 0.1622
C -0.2153 -1.4041 1.1693
C 0.9996 -1.1775 0.8459
C 1.5278 -1.3439 -0.4697
H 2.5837 -0.6477 -0.6216
H 1.5734 -0.4453 1.6138
N -0.9043 -1.0108 2.3098
C -1.8959 -1.3020 2.8175
O -2.7959 -1.8328 2.3854
C -2.1269 -0.4662 4.1419
N -1.5765 0.7048 4.2114
C -2.0346 1.7739 3.4976
C -1.1594 2.9920 3.2034
N 0.3454 2.1669 3.2378
C 1.2654 2.9604 2.6358
C 1.3157 2.8364 1.0699
O 1.5555 3.5767 0.3141
N 0.2620 2.0166 0.7478
C 0.0011 1.7908 -0.6713
C 0.6279 1.7832 -1.6723
C 0.4452 1.4727 -3.0464
C -0.8130 0.8465 -3.1336
C -1.7584 0.4516 -2.0372
C -1.3559 0.9777 -0.8772
H -1.8744 0.6606 0.0943
H -2.5676 0.1067 -2.2189
O -1.1719 0.5399 -4.5090
C -2.5466 -0.1767 -4.6186
H -3.4316 0.7554 -4.4095
H -2.3219 -0.2137 -5.7242
H -2.6634 -1.0249 -4.2512
H 0.9746 1.5348 -3.9090
H 1.8070 2.4955 -1.5155
H 0.0131 1.3506 1.3804
H 1.3326 4.1466 2.7527
H 2.3167 2.7694 2.8043
C 0.4883 1.8551 4.5265
C -0.6641 1.2841 5.3421
H -0.2446 0.4112 5.8414
H -1.1410 1.9864 6.0027
H 0.6892 2.7394 5.2926
H 1.4707 1.1443 4.4767
H -1.2296 3.7130 4.0965
H -1.3161 3.4702 2.3413
H -2.6709 1.5642 2.6799
H -2.8642 2.3011 4.1499
H -3.1900 -0.2434 4.4455
H -1.7180 -1.2383 5.1098
H -0.2889 -0.3195 2.8368
H -1.7635 -2.7425 0.4088
H -0.8148 -3.2916 -1.6048
C 1.3082 -3.3139 -3.2432
C -0.1061 -2.6588 -4.3655
H -0.2498 -3.5440 -5.0242
H -0.9865 -2.4593 -3.7714
H 0.4262 -1.9520 -5.0423
H 1.9729 -3.5468 -4.0649
H 0.7528 -4.0723 -2.8524
H 2.6041 -1.2850 -4.1468
H 2.6166 -0.5820 -2.5102
```

**LUMO energy**: 0.58 eV
**Frontier orbital gap**: 7.583 eV
**Multiplicity**: 1
**Relative energy (zero: lowest compared OMol25 entry of this formula, charge and spin)**: 2636.5 kJ/mol
**HOMO**: -7.002 eV
**DFT total energy**: -1472.278160 a.u.

Löwdin population analysis, charges in e, atoms 1 to 8:
1. C 0.0021
2. H 0.0742
3. H 0.0264
4. H 0.0469
5. C -0.0362
6. N -0.2017
7. C -0.2403
8. C 0.0863

***

# 5
Molecular formula: C4H9N
Method: DFT, ωB97M-V/def2-TZVPD

XYZ file:
```
14
C4H9N, DFT ωB97M-V/def2-TZVPD
C -0.2170 0.8444 0.8084
C -1.1368 0.3068 -0.3156
C -0.1359 -0.4836 -1.2090
N 1.1210 -0.6949 -0.4653
C 0.8810 -0.1352 0.9273
H 0.2599 1.7898 0.4508
H -0.8536 1.0356 1.6742
H -1.6767 1.1522 -0.8041
H -1.8009 -0.3692 0.1930
H -0.0159 0.1046 -2.1480
H -0.5570 -1.3894 -1.6542
H 1.7715 -1.4810 -0.3742
H 1.8473 0.2402 1.2521
H 0.5131 -0.9203 1.6647
```

**LUMO energy**: 1.19 eV
**Frontier orbital gap**: 9.416 eV
**Multiplicity**: 1
**SMILES**: C1CCNC1
**Relative energy (zero: lowest compared OMol25 entry of this formula, charge and spin)**: 72.0 kJ/mol
**HOMO**: -8.228 eV
**DFT total energy**: -212.523751 a.u.

Löwdin population analysis, charges in e, atoms 1 to 8:
1. C -0.2300
2. C -0.1695
3. C -0.2363
4. N -0.0643
5. C -0.2502
6. H 0.1196
7. H 0.1070
8. H 0.1162

***

# 6
Molecular formula: C20H30ClO14
Method: DFT, ωB97M-V/def2-TZVPD

XYZ file:
```
65
C20H30ClO14, DFT ωB97M-V/def2-TZVPD
Cl 12.5443 7.4875 2.1796
O 12.0475 8.8253 1.9782
O 12.1056 7.0503 3.5013
O 12.0150 6.5908 1.1855
O 13.9906 7.4498 2.1396
O 17.4676 12.6019 4.1093
C 16.6373 11.7722 3.8630
O 16.9386 10.5035 3.5628
C 15.7896 9.7624 3.0786
C 14.5713 10.6103 3.4440
C 15.1389 12.0069 3.6915
H 15.7794 8.8207 3.6157
H 15.8791 9.5895 2.0094
H 14.1571 10.2543 4.3873
H 13.7782 10.6070 2.7024
H 14.7243 12.5219 4.5542
H 15.0880 12.7093 2.8559
O 16.9380 5.0430 -3.6303
C 16.5332 5.2637 -2.5241
O 16.1860 6.4950 -2.1109
C 15.8993 6.5303 -0.6887
C 16.2841 5.1450 -0.1951
C 16.1571 4.2762 -1.4355
H 14.8542 6.8068 -0.5634
H 16.5091 7.2895 -0.2038
H 15.7312 4.7722 0.6656
H 17.3338 5.1544 0.1134
H 15.1196 4.0081 -1.6567
H 16.7537 3.3708 -1.4038
O 10.9316 1.4494 2.7472
C 11.9581 2.0325 2.9519
O 13.0476 1.3871 3.4408
C 14.1484 2.2882 3.6250
C 13.7942 3.5338 2.8436
C 12.2564 3.5102 2.8284
H 15.0776 1.8006 3.3392
H 14.2226 2.5052 4.6955
H 14.1543 3.5277 1.8113
H 14.1827 4.4687 3.2483
H 11.9027 3.9356 1.8972
H 11.9102 4.0126 3.7312
O 5.9466 6.0926 4.1858
C 7.0483 5.8682 4.6015
O 8.0910 6.6647 4.3233
C 9.3162 5.9904 4.6749
C 8.9464 4.5183 4.8461
C 7.5481 4.6839 5.4106
H 9.6761 6.3710 5.6356
H 10.0767 6.1945 3.9237
H 9.6517 4.0754 5.5498
H 8.9569 3.9365 3.9260
H 7.5898 5.0524 6.4407
H 6.8713 3.8410 5.3275
O 8.1789 9.5243 -1.3477
C 7.9926 8.5219 -0.7287
O 6.8342 7.8019 -0.8872
C 6.8065 6.6619 -0.0044
C 7.8297 7.0209 1.0737
C 8.8708 7.7741 0.2455
H 7.0820 5.7819 -0.5822
H 5.8244 6.6104 0.4592
H 8.2969 6.1672 1.5619
H 7.4140 7.6856 1.8281
H 9.5129 7.0318 -0.2308
H 9.4914 8.4193 0.8627
```

**LUMO energy**: 2.24 eV
**Frontier orbital gap**: 9.761 eV
**Multiplicity**: 1
**Charge**: -1
**Relative energy (zero: lowest compared OMol25 entry of this formula, charge and spin)**: 0.0 kJ/mol
**HOMO**: -7.517 eV
**DFT total energy**: -2293.556906 a.u.

Löwdin population analysis, charges in e, atoms 1 to 8:
1. Cl 0.6377
2. O -0.3548
3. O -0.3903
4. O -0.3698
5. O -0.3747
6. O 0.0947
7. C -0.5071
8. O 0.0248